# 1
The following is a DFT calculation (ωB97M-V with the def2-TZVPD basis set) of CHCl3O2P as an isolated structure.

Last column: natural (NBO) charge in e.
Positions of all 8 atoms, in Å:
C  0.23516  -0.83802  -0.14008  -0.4428
O  -1.64213  1.22178  0.66776  -1.1390
O  1.24893  1.60231  -0.66110  -1.1049
P  0.06144  0.82746  -1.05844  1.3841
Cl  1.24021  -1.62359  -1.50628  -0.1147
Cl  -1.22160  -1.74245  -0.00424  0.0447
Cl  1.21043  -0.98011  1.39604  -0.0375
H  -1.13243  1.53261  1.30633  0.4101

Calculated values
Net charge: -1
Orbital gap in eV: 7.80
Spin multiplicity: 1
DFT total energy in eV: -52004.988

# 2
The following is a DFT calculation (ωB97M-V with the def2-TZVPD basis set) of CHCl6P2 as an isolated structure.

Last column: natural (NBO) charge in e.
Positions of all 10 atoms, in Å:
C  -0.47910  -0.35609  0.25500  -0.4474
P  -0.75199  -1.07956  -1.37609  1.0156
P  1.85542  -3.51334  -2.65287  0.8691
Cl  -2.10124  -2.43815  -1.30620  -0.1092
Cl  -0.69141  -1.14695  1.69388  0.2589
Cl  -1.45498  0.27591  -2.54173  -0.0932
Cl  0.95361  -3.75988  -0.84704  -0.2688
Cl  3.44353  -2.51452  -2.15409  -0.1925
Cl  0.73506  -1.96705  -3.52929  -0.2621
H  0.40944  0.16990  0.11860  0.2296

Calculated values
Net charge: +1
Orbital gap (alpha / beta) in eV: 6.91 / 6.78
Spin multiplicity: 1
DFT total energy in eV: -94758.603

# 3
The following is a DFT calculation (ωB97M-V with the def2-TZVPD basis set) of a 2-piece molecular cluster, CHClF2O3S overall.

Last column: natural (NBO) charge in e.
Positions of all 9 atoms, in Å:
C  -0.02532  -0.10657  0.52417  0.4446
O  0.94381  -1.80442  -1.57723  -0.8397
O  0.92458  -2.99920  0.57719  -0.8242
O  3.72399  -0.63858  0.26607  -0.4232
F  -0.85746  -0.65481  1.46598  -0.3246
F  0.88703  0.71542  1.17194  -0.3483
S  1.14223  -1.80419  -0.15261  1.7565
Cl  3.73830  0.97340  0.31901  0.3862
H  -0.58263  0.58065  -0.06407  0.1726

Calculated values
Net charge: 0
Orbital gap (alpha / beta) in eV: 8.51 / 7.26
Spin multiplicity: 1
DFT total energy in eV: -35982.189